A 6-piece molecular cluster, C36H30F6 overall at a distorted geometry. Source: the Open Molecules 2025 dataset; level of theory: ωB97M-V with the def2-TZVPD basis set.

Properties
Calculated total energy   -54121.0358 eV
Gap between HOMO and LUMO   9.917 eV

```
72
Properties=species:S:1:pos:R:3:forces:R:3
F -24.51640 29.74857 -21.32850 -0.243 -0.877 -0.362
C -24.40305 28.50852 -21.89655 -0.197 0.845 0.682
C -23.26160 28.22520 -22.60142 0.558 0.286 -0.397
C -23.13500 26.98033 -23.17202 0.397 -1.015 -0.565
C -24.15379 26.06640 -23.07821 -0.410 -0.598 0.458
C -25.25912 26.36367 -22.32078 -0.455 -0.842 -0.336
C -25.40384 27.57053 -21.70193 -0.231 0.900 0.400
H -22.46724 28.94202 -22.74828 -0.129 0.230 0.302
H -22.23883 26.63271 -23.66441 0.274 0.484 -0.171
H -24.17714 25.04861 -23.43870 0.752 0.076 -0.509
H -25.97564 25.55720 -22.26972 -0.455 0.267 0.411
H -26.26190 27.78649 -21.08267 -0.011 0.178 0.002
F -12.88715 26.36520 -21.47977 0.297 -0.889 0.551
C -13.12411 25.29374 -20.66798 -0.856 0.015 1.269
C -12.24307 24.88873 -19.65796 -0.057 1.356 -1.875
C -12.56291 23.85957 -18.79739 0.059 -0.036 0.309
C -13.78686 23.18129 -18.90289 1.298 0.758 -0.506
C -14.63900 23.62625 -19.89761 -0.542 -1.154 1.256
C -14.36960 24.70865 -20.69311 -0.128 -0.163 -1.636
H -11.33748 25.47463 -19.71291 0.490 -0.332 0.784
H -11.82422 23.65704 -18.03600 -0.084 -0.399 0.134
H -14.01074 22.30366 -18.31463 -0.055 0.141 0.150
H -15.55533 23.05790 -19.95851 -0.330 0.311 -0.466
H -15.07071 24.93522 -21.48274 -0.096 0.389 0.028
F -21.98124 26.35818 -28.44623 1.619 0.416 0.322
C -23.29250 26.26005 -28.47985 -0.528 0.091 -0.319
C -23.82595 25.44851 -29.41717 -0.577 -0.847 -1.143
C -25.19119 25.29969 -29.40360 -2.133 0.901 -0.053
C -26.02793 26.06214 -28.54141 1.180 -1.696 -0.020
C -25.42831 26.82819 -27.56620 -1.058 -0.450 -0.643
C -24.06373 26.94114 -27.60198 0.786 1.032 2.214
H -23.17292 24.98846 -30.14402 -0.090 -0.309 0.017
H -25.74721 24.67225 -30.08445 0.451 -0.286 -0.298
H -27.07496 25.82083 -28.43232 -0.145 0.153 -0.461
H -26.11343 27.18480 -26.81132 0.577 0.637 0.307
H -23.52280 27.45236 -26.81939 -0.066 0.358 0.122
F -18.64514 27.28722 -23.07509 0.484 -0.264 -0.691
C -18.35620 26.59303 -24.22661 -0.995 -0.218 0.157
C -17.30981 25.69635 -24.23873 -0.212 -0.017 -0.908
C -17.12885 24.92148 -25.41570 -0.490 0.262 -0.525
C -17.99456 25.00383 -26.52832 -0.719 1.421 1.772
C -19.03169 25.97407 -26.44728 0.108 -0.268 0.444
C -19.23574 26.73876 -25.29571 1.121 -0.016 -0.248
H -16.71623 25.69001 -23.33650 0.395 -0.429 -0.194
H -16.30766 24.24216 -25.59055 0.237 -0.096 0.724
H -17.88038 24.31735 -27.35422 0.093 0.274 -0.157
H -19.75912 26.19445 -27.21454 0.201 -0.455 -0.478
H -19.96233 27.53767 -25.28095 -0.251 -0.149 0.091
F -16.23170 22.70510 -28.69709 0.627 1.638 0.408
C -16.78030 21.56840 -29.04975 -0.918 -1.843 0.419
C -17.92484 21.14571 -28.35591 0.107 -0.444 -1.533
C -18.51230 19.93257 -28.78864 1.510 0.062 -0.168
C -17.86984 19.20886 -29.80770 -0.307 -0.023 -0.507
C -16.73279 19.65475 -30.48559 -1.454 0.293 0.915
C -16.17583 20.83648 -30.05162 0.234 0.238 -1.125
H -18.37439 21.87578 -27.69918 -0.123 -0.343 0.408
H -19.37915 19.46831 -28.34208 -0.186 0.419 0.135
H -18.31936 18.33086 -30.24753 -0.331 -0.234 0.434
H -16.46386 19.17423 -31.41466 0.470 -0.114 0.192
H -15.40037 21.24893 -30.68007 0.354 0.354 0.448
F -22.15879 30.67665 -20.72959 0.835 0.714 -0.372
C -20.92025 31.26977 -20.88386 -1.079 -3.021 -0.508
C -19.92162 30.48589 -21.41576 3.343 1.246 -0.824
C -18.56748 31.06220 -21.49867 -2.495 0.053 1.241
C -18.33030 32.31072 -20.89165 -1.359 -1.504 -0.033
C -19.43392 33.00143 -20.33615 1.346 -0.151 -0.971
C -20.74017 32.51663 -20.43329 1.113 2.500 0.945
H -20.03746 29.50582 -21.85445 -0.459 -0.073 0.271
H -17.73558 30.49406 -21.88798 -0.161 -0.172 -0.179
H -17.30046 32.62092 -20.79372 -0.111 0.471 0.000
H -19.15949 33.95175 -19.90258 -0.633 0.231 0.151
H -21.56037 33.16226 -20.15609 -0.156 -0.276 0.305
```
Forces are in eV/Å.

Atom charges from the Löwdin analysis, given in e for atoms 1 to 4:
1 F 0.04
2 C -0.25
3 C -0.02
4 C -0.09